A 11-piece molecular cluster, C45H111F2N7O14S2 overall at a distorted geometry. Source: the OMol25 dataset; level of theory: ωB97M-V/def2-TZVPD.

Bonds (Å) are listed after each position.
Atoms and positions in Å:
1 O -5.147 -1.474 -1.391  H2 0.960, H3 0.960, H4 0.960
2 H -5.382 -0.688 -1.890  O1 0.960
3 H -4.806 -2.166 -1.963  O1 0.960
4 H -4.435 -1.215 -0.803  O1 0.960
5 N -1.704 0.105 0.613  S6 1.531, S10 1.749
6 S -0.534 0.834 -0.054  N5 1.531, O7 1.450, O8 1.474, F9 1.615, S10 2.418
7 O 0.835 0.364 0.038  S6 1.450
8 O -0.760 2.290 -0.080  S6 1.474
9 F -1.031 0.531 -1.561  S6 1.615
10 S -0.975 0.086 2.202  N5 1.749, S6 2.418, O11 1.460, O12 1.465, F13 1.606
11 O -0.287 1.277 2.693  S10 1.460
12 O -0.354 -1.188 2.572  S10 1.465
13 F -2.379 0.096 2.983  S10 1.606
14 C -0.903 -7.592 3.418  C15 1.498, H17 1.090, H18 1.090, H19 1.090
15 C -2.327 -7.366 3.828  C14 1.498, O16 1.412, H20 1.090, H21 1.090
16 O -3.091 -8.553 3.780  C15 1.412, H22 0.960
17 H -0.614 -8.570 3.804  C14 1.090
18 H -0.228 -6.842 3.829  C14 1.090
19 H -0.692 -7.625 2.349  C14 1.090
20 H -2.667 -6.584 3.150  C15 1.090
21 H -2.279 -6.947 4.833  C15 1.090
22 H -3.809 -8.346 4.382  O16 0.960
23 C -2.161 -2.526 8.787  C24 1.487, H26 1.090, H27 1.090, H28 1.090
24 C -3.222 -1.487 8.867  C23 1.487, O25 1.400, H29 1.090, H30 1.090
25 O -2.654 -0.267 9.252  C24 1.400, H31 0.960
26 H -1.613 -2.614 9.726  C23 1.090
27 H -1.442 -2.289 8.003  C23 1.090
28 H -2.573 -3.505 8.543  C23 1.090
29 H -4.002 -1.825 9.550  C24 1.090
30 H -3.595 -1.343 7.854  C24 1.090
31 H -2.106 -0.503 10.004  O25 0.960
32 C 5.900 -2.622 5.734  C33 1.576, H35 1.090, H36 1.090, H37 1.090
33 C 5.155 -3.587 4.736  C32 1.576, O34 1.410, H38 1.090, H39 1.090
34 O 6.115 -4.516 4.286  C33 1.410, H40 0.960
35 H 6.648 -2.070 5.164  C32 1.090
36 H 6.343 -3.004 6.654  C32 1.090
37 H 5.074 -1.956 5.982  C32 1.090
38 H 4.637 -3.070 3.928  C33 1.090
39 H 4.432 -4.235 5.233  C33 1.090
40 H 5.948 -4.590 3.343  O34 0.960
41 C -8.215 5.061 -2.519  C42 1.529, H52 1.090, H53 1.090, H54 1.090
42 C -8.301 3.840 -1.602  C41 1.529, C43 1.574, N47 1.494, C51 1.539
43 C -9.542 3.912 -0.637  C42 1.574, C44 1.545, H55 1.090, H56 1.090
44 C -10.916 3.686 -1.306  C43 1.545, C45 1.596, H57 1.090, H58 1.090
45 C -10.977 2.291 -2.080  C44 1.596, C46 1.553, H59 1.090, H60 1.090
46 C -9.741 2.163 -3.010  C45 1.553, N47 1.513, C49 1.486, C50 1.625
47 N -8.419 2.587 -2.408  C42 1.494, C46 1.513, O48 1.397
48 O -7.412 2.485 -3.370  N47 1.397, H70 0.960
49 C -9.702 0.736 -3.423  C46 1.486, H61 1.090, H62 1.090, H63 1.090
50 C -10.124 3.021 -4.336  C46 1.625, H64 1.090, H65 1.090, H66 1.090
51 C -7.059 3.675 -0.709  C42 1.539, H67 1.090, H68 1.090, H69 1.090
52 H -7.412 4.857 -3.227  C41 1.090
53 H -7.791 5.997 -2.155  C41 1.090
54 H -9.123 5.477 -2.956  C41 1.090
55 H -9.432 3.154 0.138  C43 1.090
56 H -9.398 4.877 -0.150  C43 1.090
57 H -11.135 4.390 -2.109  C44 1.090
58 H -11.656 3.678 -0.507  C44 1.090
59 H -11.893 2.167 -2.657  C45 1.090
60 H -11.058 1.631 -1.216  C45 1.090
61 H -8.948 0.539 -4.185  C49 1.090
62 H -9.715 0.094 -2.542  C49 1.090
63 H -10.581 0.476 -4.013  C49 1.090
64 H -10.306 4.076 -4.129  C50 1.090
65 H -9.339 3.201 -5.071  C50 1.090
66 H -11.009 2.633 -4.841  C50 1.090
67 H -6.992 2.721 -0.186  C51 1.090
68 H -6.856 4.525 -0.057  C51 1.090
69 H -6.100 3.739 -1.224  C51 1.090
70 H -7.793 3.161 -3.936  O48 0.960
71 C -1.851 -7.237 -5.281  C72 1.596, H82 1.090, H83 1.090, H84 1.090
72 C -1.620 -5.730 -4.810  C71 1.596, C73 1.553, N77 1.447, C81 1.564
73 C -0.340 -5.100 -5.424  C72 1.553, C74 1.543, H85 1.090, H86 1.090
74 C -0.460 -4.687 -6.905  C73 1.543, C75 1.581, H87 1.090, H88 1.090
75 C -1.695 -3.704 -6.998  C74 1.581, C76 1.580, H89 1.090, H90 1.090
76 C -3.027 -4.242 -6.341  C75 1.580, N77 1.452, C79 1.577, C80 1.548
77 N -2.760 -4.877 -5.063  C72 1.447, C76 1.452, O78 1.445
78 O -3.965 -5.051 -4.284  N77 1.445, H100 0.960
79 C -3.859 -2.921 -6.115  C76 1.577, H91 1.090, H92 1.090, H93 1.090
80 C -3.801 -5.179 -7.299  C76 1.548, H94 1.090, H95 1.090, H96 1.090
81 C -1.303 -5.627 -3.282  C72 1.564, H97 1.090, H98 1.090, H99 1.090
82 H -1.138 -7.929 -4.834  C71 1.090
83 H -1.621 -7.470 -6.321  C71 1.090
84 H -2.799 -7.659 -4.948  C71 1.090
85 H -0.027 -4.270 -4.790  C73 1.090
86 H 0.506 -5.786 -5.454  C73 1.090
87 H -0.597 -5.635 -7.425  C74 1.090
88 H 0.518 -4.367 -7.264  C74 1.090
89 H -1.866 -3.509 -8.057  C75 1.090
90 H -1.519 -2.784 -6.441  C75 1.090
91 H -3.228 -2.369 -5.419  C79 1.090
92 H -4.044 -2.340 -7.019  C79 1.090
93 H -4.873 -3.091 -5.752  C79 1.090
94 H -4.846 -5.434 -7.123  C80 1.090
95 H -3.823 -4.840 -8.335  C80 1.090
96 H -3.508 -6.228 -7.346  C80 1.090
97 H -2.040 -6.139 -2.663  C81 1.090
98 H -1.177 -4.649 -2.817  C81 1.090
99 H -0.273 -5.914 -3.067  C81 1.090
100 H -4.204 -5.901 -4.661  O78 0.960
101 C 5.635 3.951 4.717  C102 1.574, H112 1.090, H113 1.090, H114 1.090
102 C 5.889 4.698 3.355  C101 1.574, C103 1.554, N107 1.510, C111 1.524
103 C 4.675 5.583 2.956  C102 1.554, C104 1.542, H115 1.090, H116 1.090
104 C 4.865 6.537 1.759  C103 1.542, C105 1.574, H117 1.090, H118 1.090
105 C 6.078 7.421 2.235  C104 1.574, C106 1.504, H119 1.090, H120 1.090
106 C 7.336 6.607 2.363  C105 1.504, N107 1.515, C109 1.562, C110 1.564
107 N 7.137 5.545 3.424  C102 1.510, C106 1.515, O108 1.379
108 O 8.219 4.769 3.780  N107 1.379, H130 0.960
109 C 7.954 6.090 1.025  C106 1.562, H121 1.090, H122 1.090, H123 1.090
110 C 8.469 7.561 2.867  C106 1.564, H124 1.090, H125 1.090, H126 1.090
111 C 6.030 3.573 2.337  C102 1.524, H127 1.090, H128 1.090, H129 1.090
112 H 6.364 3.271 5.157  C101 1.090
113 H 4.616 3.598 4.875  C101 1.090
114 H 5.680 4.712 5.496  C101 1.090
115 H 3.852 4.869 2.910  C103 1.090
116 H 4.322 6.208 3.776  C103 1.090
117 H 3.904 7.035 1.636  C104 1.090
118 H 5.136 5.855 0.952  C104 1.090
119 H 5.965 8.072 3.101  C105 1.090
120 H 6.314 8.043 1.371  C105 1.090
121 H 8.383 6.817 0.335  C109 1.090
122 H 8.653 5.267 1.173  C109 1.090
123 H 7.209 5.718 0.321  C109 1.090
124 H 9.429 7.045 2.870  C110 1.090
125 H 8.683 8.473 2.309  C110 1.090
126 H 8.180 7.802 3.890  C110 1.090
127 H 6.600 3.645 1.411  C111 1.090
128 H 5.042 3.146 2.164  C111 1.090
129 H 6.692 2.845 2.806  C111 1.090
130 H 8.169 4.886 4.732  O108 0.960
131 C -2.519 5.404 6.612  C132 1.564, H137 1.090, H138 1.090, H139 1.090
132 C -1.211 5.580 7.451  C131 1.564, C133 1.548, N136 1.450, H140 1.090
133 C -1.596 6.077 8.866  C132 1.548, O134 1.432, H141 1.090, H142 1.090
134 O -1.946 7.464 8.819  C133 1.432, C135 1.423
135 C -0.861 8.365 8.625  O134 1.423, H143 1.090, H144 1.090, H145 1.090
136 N -0.560 4.285 7.414  C132 1.450, H146 1.010, H147 1.010
137 H -2.205 5.358 5.569  C131 1.090
138 H -3.287 6.136 6.862  C131 1.090
139 H -2.956 4.469 6.962  C131 1.090
140 H -0.375 6.168 7.071  C132 1.090
141 H -0.868 5.844 9.644  C133 1.090
142 H -2.483 5.471 9.051  C133 1.090
143 H -1.138 9.145 7.916  C135 1.090
144 H -0.005 7.866 8.171  C135 1.090
145 H -0.469 8.711 9.581  C135 1.090
146 H -1.022 3.453 7.753  N136 1.010
147 H -0.085 4.155 6.532  N136 1.010
148 C 6.378 0.351 -6.083  C149 1.472, H154 1.090, H155 1.090, H156 1.090
149 C 5.125 1.099 -5.892  C148 1.472, C150 1.530, N153 1.451, H157 1.090
150 C 3.995 0.280 -6.521  C149 1.530, O151 1.388, H158 1.090, H159 1.090
151 O 2.885 1.104 -6.640  C150 1.388, C152 1.473
152 C 2.487 1.216 -8.053  O151 1.473, H160 1.090, H161 1.090, H162 1.090
153 N 4.663 1.223 -4.522  C149 1.451, H163 1.010, H164 1.010
154 H 6.426 -0.163 -7.043  C148 1.090
155 H 6.642 -0.424 -5.364  C148 1.090
156 H 7.182 1.065 -5.903  C148 1.090
157 H 5.180 2.101 -6.318  C149 1.090
158 H 3.736 -0.611 -5.947  C150 1.090
159 H 4.267 -0.253 -7.432  C150 1.090
160 H 1.481 1.631 -8.119  C152 1.090
161 H 2.417 0.316 -8.665  C152 1.090
162 H 3.210 1.778 -8.643  C152 1.090
163 H 4.404 0.356 -4.073  N153 1.010
164 H 3.785 1.695 -4.686  N153 1.010
165 C 8.257 -8.536 -1.821  C166 1.558, H171 1.090, H172 1.090, H173 1.090
166 C 7.006 -7.681 -1.460  C165 1.558, C167 1.524, N170 1.402, H174 1.090
167 C 6.926 -6.160 -1.512  C166 1.524, O168 1.428, H175 1.090, H176 1.090
168 O 5.764 -5.725 -0.805  C167 1.428, C169 1.393
169 C 5.418 -4.401 -1.069  O168 1.393, H177 1.090, H178 1.090, H179 1.090
170 N 5.870 -8.129 -2.149  C166 1.402, H180 1.010, H181 1.010
171 H 9.049 -8.262 -1.124  C165 1.090
172 H 8.498 -8.262 -2.848  C165 1.090
173 H 7.983 -9.583 -1.691  C165 1.090
174 H 6.819 -7.860 -0.401  C166 1.090
175 H 6.704 -5.925 -2.553  C167 1.090
176 H 7.796 -5.578 -1.210  C167 1.090
177 H 4.977 -4.365 -2.065  C169 1.090
178 H 6.280 -3.797 -0.790  C169 1.090
179 H 4.562 -3.985 -0.536  C169 1.090
180 H 5.603 -9.071 -1.903  N170 1.010
181 H 5.203 -7.633 -1.575  N170 1.010

Summary:
E_tot ... -4213.23804 hartree
LUMO level ... -2.392 eV
Net charge ... 0
E_HOMO ... -7.62 eV
Kohn-Sham gap ... 5.23 eV
Largest force on an atom ... 7.523 eV Å⁻¹